(w)
Formula: C3H5NO4
Source: the OMol25 dataset
Level of theory: wB97M-V/def2-TZVPD

Structure (XYZ):
```
13
C3H5NO4 wB97M-V/def2-TZVPD
O -2.57 0.98 -0.46
O 1.70 0.18 -0.70
O -0.08 1.76 0.07
O 1.26 0.16 1.47
N -0.60 -1.80 -0.27
C -0.57 -0.41 -0.07
C 0.73 0.27 0.23
C -1.47 0.56 -0.30
H 0.54 0.14 2.12
H 0.31 2.30 -0.63
H 2.56 0.16 -0.25
H -0.34 -2.07 -1.22
H -1.48 -2.22 0.01
```

The calculation puts the LUMO energy at 0.0178 Ha. Its total charge is 0.

The Löwdin scheme yields these atomic charges, measured in e: 0.137 0.121 -0.020 0.115 0.086 -0.270 -0.494 -0.221 0.137 0.105 0.135 0.085 0.084

---

(x)
Formula: C3H5NO4
Source: the OMol25 dataset
Level of theory: wB97M-V/def2-TZVPD

Structure (XYZ):
```
13
C3H5NO4 wB97M-V/def2-TZVPD
O -2.07 1.67 1.50
O 1.79 -1.86 0.11
O 0.63 1.30 0.95
O 2.19 -0.50 -1.61
N -1.66 1.08 0.27
C -0.12 -0.46 -0.58
C 1.43 -0.90 -0.76
C -0.17 0.76 0.21
H -2.40 0.53 -0.15
H -1.24 2.05 1.86
H -0.49 -0.31 -1.60
H -0.63 -1.29 -0.09
H 2.73 -2.06 -0.11
```

Its structure (SMILES) is O=C(O)CC(=O)NO. The calculation puts the LUMO energy at 0.0183 Ha. Its total charge is 0.

The Löwdin scheme yields these atomic charges, measured in e: -0.054 0.100 0.123 0.098 -0.018 -0.012 -0.465 -0.403 0.128 0.091 0.137 0.134 0.139

---

Verdict on stability: (w) comes out at the bottom.

---

(w)
Formula: C3H5NO4
Source: the OMol25 dataset
Level of theory: wB97M-V/def2-TZVPD

Structure (XYZ):
```
13
C3H5NO4 wB97M-V/def2-TZVPD
O -0.26 -1.41 -0.52
O -1.82 1.53 0.06
O -0.69 -0.27 1.70
O -2.45 -0.45 -0.62
N -1.67 0.40 -0.20
C -0.28 -0.25 0.00
C 2.13 0.40 -0.61
C 0.90 0.63 -0.10
H 2.20 -0.60 -1.16
H 0.72 1.59 0.43
H -0.31 -1.12 1.99
H -1.26 -1.62 -0.44
H 2.79 1.17 -0.52
```

Its structure (SMILES) is C=CC(O)(O)[N+](=O)[O-]. The calculation puts the LUMO energy at -0.0063 Ha. Its total charge is 0.

The Löwdin scheme yields these atomic charges, measured in e: 0.124 0.162 -0.073 0.080 -0.340 -0.421 0.080 -0.081 0.104 0.122 0.060 0.153 0.029

---

(x)
Formula: C3H5NO4
Source: the OMol25 dataset
Level of theory: wB97M-V/def2-TZVPD

Structure (XYZ):
```
13
C3H5NO4 wB97M-V/def2-TZVPD
O 0.22 1.06 -0.07
O 2.65 1.87 0.72
O 1.42 -0.95 -2.50
O 3.13 -0.22 1.08
N 2.40 0.68 0.71
C 1.10 0.10 0.31
C 1.93 -0.85 -1.47
C -1.13 0.61 0.04
H -1.26 0.52 1.05
H -1.48 -0.28 -0.42
H 0.67 -0.67 0.87
H 2.97 -1.02 -1.23
H -1.55 1.59 -0.23
```

The calculation puts the LUMO energy at -0.0088 Ha. Its total charge is 0.

The Löwdin scheme yields these atomic charges, measured in e: -0.119 0.105 0.115 0.038 -0.399 -0.121 -0.041 -0.055 0.059 0.094 0.115 0.091 0.117

---

(y)
Formula: C3H5NO4
Source: the OMol25 dataset
Level of theory: wB97M-V/def2-TZVPD

Structure (XYZ):
```
13
C3H5NO4 wB97M-V/def2-TZVPD
O 0.73 -1.61 1.42
O 0.31 0.98 -1.14
O -1.25 -1.88 -1.17
O -1.86 0.18 -0.51
N 1.39 0.70 1.46
C -0.90 -0.86 -0.58
C 0.98 -0.47 0.82
C 0.49 -0.25 -0.51
H -2.75 -0.29 -0.77
H -0.85 1.40 -1.52
H 1.19 1.69 0.99
H 1.34 1.24 2.52
H 1.17 -0.85 -1.02
```

The calculation puts the LUMO energy at -0.0086 Ha. Its total charge is 0.

The Löwdin scheme yields these atomic charges, measured in e: 0.012 -0.110 0.117 -0.017 0.095 -0.365 -0.433 -0.324 0.187 0.341 0.138 0.207 0.152

---

Verdict on stability: (x) comes out at the bottom.

---

(w)
Formula: C5H10N2O
Source: the OMol25 dataset
Level of theory: wB97M-V/def2-TZVPD

Structure (XYZ):
```
18
C5H10N2O wB97M-V/def2-TZVPD
O -1.78 0.28 -1.92
N 0.53 -0.89 -0.18
N -1.89 -0.31 -0.64
C -0.21 -1.45 0.95
C 1.29 -1.65 -1.13
C -0.83 -0.73 -0.14
C 0.88 2.04 1.19
C -0.38 2.36 0.95
H -0.37 -2.53 1.00
H 1.63 2.07 0.43
H -0.70 2.68 -0.03
H -2.68 0.57 -2.11
H 1.20 1.72 2.17
H 0.88 -2.66 -1.29
H 2.31 -1.74 -0.77
H -1.14 2.33 1.71
H 1.28 -1.12 -2.08
H -0.03 -0.97 1.90
```

Its structure (SMILES) is CN1C/C1=N/O.C=C. The calculation puts the LUMO energy at 0.0368 Ha. Its total charge is 0.

The Löwdin scheme yields these atomic charges, measured in e: -0.074 -0.059 0.046 -0.032 -0.065 -0.370 -0.090 -0.087 0.111 0.046 0.046 0.084 0.044 0.087 0.082 0.049 0.088 0.096

---

(x)
Formula: C5H10N2O
Source: the OMol25 dataset
Level of theory: wB97M-V/def2-TZVPD

Structure (XYZ):
```
18
C5H10N2O wB97M-V/def2-TZVPD
O 0.37 0.37 -0.73
N 0.87 0.62 1.94
N 1.89 0.21 -2.66
C -1.91 -0.07 -0.33
C -0.64 0.21 0.08
C -1.38 0.10 2.59
C -0.31 0.33 1.56
C 1.91 -0.93 -2.05
H 1.01 0.73 -2.50
H 1.45 0.74 1.10
H -0.96 0.20 3.58
H -2.20 0.82 2.47
H -1.82 -0.90 2.49
H 2.85 -1.42 -1.84
H 2.74 0.73 -2.83
H -2.12 -0.14 -1.39
H -2.73 -0.18 0.35
H 0.97 -1.42 -1.83
```

The calculation puts the LUMO energy (spin up / spin down) at -0.0330 / -0.0331 Ha. Its total charge is 0.

The Löwdin scheme yields these atomic charges, measured in e: -0.222 0.125 0.122 0.037 -0.492 -0.073 -0.384 0.104 0.121 0.033 0.068 0.076 0.075 0.108 0.132 0.039 0.032 0.098

---

Verdict on stability: (w) comes out at the bottom.

---

(w)
Formula: C5H10N2O
Source: the OMol25 dataset
Level of theory: wB97M-V/def2-TZVPD

Structure (XYZ):
```
18
C5H10N2O wB97M-V/def2-TZVPD
O 0.51 -2.12 -0.34
N 1.18 0.09 0.03
N -1.59 -0.06 1.30
C 2.61 0.13 0.20
C 0.32 -0.96 -0.08
C -1.94 -0.25 -1.10
C 0.23 1.16 -0.01
C -0.93 -0.09 0.03
H 0.25 1.82 0.85
H -0.93 -0.07 2.06
H 2.87 0.71 1.08
H -2.35 -1.26 -1.08
H 2.96 -0.89 0.31
H 0.18 1.70 -0.95
H -1.45 -0.11 -2.06
H -2.24 -0.82 1.40
H -2.75 0.46 -0.97
H 3.08 0.57 -0.68
```

Its structure (SMILES) is CN1C[C@](C)(N)C1=O. The calculation puts the LUMO energy at 0.0302 Ha. Its total charge is 0.

The Löwdin scheme yields these atomic charges, measured in e: 0.082 -0.118 0.073 -0.030 -0.437 -0.025 -0.028 -0.421 0.108 0.085 0.088 0.087 0.091 0.106 0.086 0.082 0.083 0.087

---

(x)
Formula: C5H10N2O
Source: the OMol25 dataset
Level of theory: wB97M-V/def2-TZVPD

Structure (XYZ):
```
18
C5H10N2O wB97M-V/def2-TZVPD
O 0.19 1.36 1.80
N -2.58 -0.32 -0.29
N -1.69 0.73 0.03
C 1.28 -1.94 0.79
C -0.06 0.42 -0.47
C 0.32 0.45 0.97
C 1.28 -0.69 1.25
C 0.68 1.42 -1.33
H 0.43 1.31 -2.39
H 2.08 -2.62 1.09
H -0.13 -0.56 -0.95
H 1.76 1.26 -1.22
H 2.03 -0.39 1.99
H -2.67 -0.46 -1.29
H 0.48 2.45 -1.01
H 0.81 -2.24 -0.14
H -1.82 1.02 1.00
H -2.40 -1.21 0.17
```

Its structure (SMILES) is C=CC(=O)[C@H](C)NN. The calculation puts the LUMO energy at 0.0091 Ha. Its total charge is 0.

The Löwdin scheme yields these atomic charges, measured in e: 0.056 -0.061 -0.072 0.033 -0.219 -0.421 -0.081 -0.049 0.078 0.060 0.108 0.088 0.106 0.071 0.092 0.053 0.091 0.067

---

Verdict on stability: (x) comes out at the bottom.